C5H13N2 | ωB97M-V/def2-TZVPD

Last column: natural (NBO) charge in e.
Atoms and positions in Å:
1 N -1.9805 -1.1137 0.0492  -0.7431
2 H -0.0303 -0.8241 -1.8090  0.2025
3 H 0.3230 -1.0083 1.8192  0.2159
4 H -2.9415 -1.0269 0.3940  0.4249
5 C -1.2765 -0.0136 0.0407  0.5668
6 H 1.0064 0.4518 -2.1745  0.2306
7 H 0.4448 2.1970 -0.1429  0.2096
8 C 0.4697 0.0772 0.0173  0.0655
9 C 0.8918 1.4552 0.4731  -0.6309
10 H 0.6879 1.4744 1.4774  0.2311
11 H 1.9604 1.4568 0.0888  0.2562
12 C 0.7961 -1.1433 0.9367  -0.6373
13 H 1.8117 -0.9416 1.1110  0.2369
14 H -1.4201 2.0157 -0.2244  0.4274
15 H -2.8340 1.3922 0.2517  0.4172
16 H -1.5510 -1.9635 -0.2115  0.4345
17 H 0.7675 -2.1460 0.5246  0.2317
18 N -1.8752 1.1516 0.0706  -0.7492
19 H 1.5588 -0.9958 -1.3873  0.2226
20 C 0.7823 -0.3467 -1.4619  -0.6128

HOMO = -15.460 eV
Net charge = +1
SMILES = CC(C)(C)C(N)=[NH2+]
Molecular weight = 101.2 g mol⁻¹
Lowest unoccupied orbital energy = -3.1 eV
Energy above the lowest of the compared OMol25 structures with the same formula, charge and spin = 206.4 kJ/mol